Here is a cluster of 2 separate species, C7H14ClN5S in total in a non-equilibrium geometry from the OMol25 dataset. Energies are from wB97M-V/def2-TZVPD.

Structure (XYZ):
```
28
C7H14ClN5S wB97M-V/def2-TZVPD
C 3.26 0.91 0.24
C 4.54 -1.10 -0.35
C -3.05 0.69 -0.37
C -2.07 1.81 -0.64
C -2.74 -0.09 0.79
C -0.78 1.03 -0.86
C -1.24 0.22 1.32
N 2.08 0.48 0.07
N -0.56 0.08 0.17
N 4.45 0.18 0.17
N 3.41 -1.73 -0.52
N 5.69 -1.63 -0.76
S 1.80 -1.12 -0.11
Cl 3.60 2.63 0.61
H -4.07 1.12 -0.34
H -2.93 0.03 -1.27
H -2.24 2.25 -1.58
H -2.21 2.50 0.17
H -3.32 0.10 1.67
H -2.79 -1.18 0.50
H -0.74 0.54 -1.77
H 0.18 1.63 -0.70
H -1.40 1.43 1.57
H -0.84 -0.41 2.04
H 5.24 0.68 0.58
H 3.25 -2.58 -1.04
H 6.60 -1.19 -0.51
H 5.78 -2.49 -1.16
```

F_max ... 0.0870 Eh/bohr
Total charge ... +2
Kohn-Sham gap ... 5.972 eV
Relative energy (zero: lowest compared OMol25 entry of this formula, charge and spin) ... 11.5 kcal/mol

=====

Here is a structure of composition C10H9IN4 in a non-equilibrium geometry from the OMol25 dataset. Energies are from wB97M-V/def2-TZVPD.

Structure (XYZ):
```
24
C10H9IN4 wB97M-V/def2-TZVPD
C 3.57 -0.02 -0.73
C 3.84 -1.27 -1.22
C 2.52 0.14 0.22
C -3.30 2.58 0.23
C 3.19 -2.33 -0.69
C -4.35 1.87 -0.41
C -2.10 1.89 0.35
C 1.86 -1.03 0.66
C -3.17 -0.08 -0.13
C 0.63 -1.03 1.48
N 2.20 -2.25 0.14
N -4.28 0.57 -0.58
N -2.02 0.59 0.19
N -2.98 -1.42 -0.19
I -1.01 -1.83 0.06
H 4.18 0.80 -1.05
H 4.59 -1.58 -1.91
H 2.17 1.15 0.41
H -3.48 3.68 0.25
H 3.37 -3.38 -0.88
H -5.24 2.32 -0.82
H -1.16 2.34 0.63
H 0.67 -1.66 2.28
H 0.31 -0.03 1.72
```

F_max ... 0.0681 Eh/bohr
Multiplicity ... 3
Kohn-Sham gap (spin up / spin down) ... 6.829 / 6.535 eV

=====

Here is a cluster of 2 separate species, C3H5N3 in total in a non-equilibrium geometry from the OMol25 dataset. Energies are from wB97M-V/def2-TZVPD.

Structure (XYZ):
```
11
C3H5N3 wB97M-V/def2-TZVPD
C 0.90 0.25 -1.62
N -0.35 -0.20 -1.05
C -0.55 -0.88 -0.07
N -0.89 -1.47 0.96
H 0.70 0.70 -2.59
H 1.37 0.99 -0.97
H 1.60 -0.59 -1.76
H -0.99 -2.48 0.88
C -0.57 1.23 2.12
N 0.04 1.94 1.45
H -1.14 0.54 2.71
```

F_max ... 0.0222 Eh/bohr
Kohn-Sham gap ... 10.918 eV
Relative energy (zero: lowest compared OMol25 entry of this formula, charge and spin) ... 39.1 kcal/mol

=====

Here is an isolated molecule of C22H27FN2O3 from the OMol25 dataset. Energies are from wB97M-V/def2-TZVPD.

Structure (XYZ):
```
55
C22H27FN2O3 wB97M-V/def2-TZVPD
C -4.54 -0.96 -3.12
O -4.02 -0.20 -2.06
C -3.20 -0.82 -1.16
C -2.77 -2.14 -1.25
C -1.93 -2.65 -0.28
C -1.48 -1.88 0.80
O -0.63 -2.54 1.63
C -0.10 -1.93 2.77
C -1.90 -0.54 0.88
C -1.61 0.39 2.02
O -2.15 0.22 3.11
N -0.80 1.44 1.77
C -0.60 2.40 2.84
C -0.10 1.65 0.52
C -0.36 3.04 -0.07
C 0.37 3.16 -1.41
C 1.86 2.87 -1.20
N 2.13 1.58 -0.60
C 1.98 0.46 -1.51
C 2.52 -0.80 -0.89
C 1.70 -1.88 -0.59
C 2.21 -3.01 0.03
C 3.55 -3.09 0.35
C 4.39 -2.03 0.05
C 3.87 -0.91 -0.56
F 4.71 0.11 -0.86
C 1.42 1.44 0.66
C -2.75 -0.05 -0.10
H -3.75 -1.33 -3.78
H -5.13 -1.80 -2.76
H -5.19 -0.28 -3.68
H -3.09 -2.79 -2.05
H -1.60 -3.67 -0.33
H 0.58 -2.66 3.21
H 0.47 -1.03 2.52
H -0.87 -1.67 3.50
H -1.08 3.35 2.61
H -1.06 1.98 3.74
H 0.47 2.56 3.02
H -0.47 0.90 -0.18
H 0.01 3.81 0.60
H -1.44 3.19 -0.21
H 0.24 4.16 -1.82
H -0.05 2.45 -2.13
H 2.40 2.93 -2.15
H 2.28 3.63 -0.54
H 2.58 0.70 -2.40
H 0.95 0.28 -1.84
H 0.65 -1.82 -0.83
H 1.54 -3.83 0.26
H 3.94 -3.97 0.83
H 5.45 -2.07 0.28
H 1.63 0.45 1.07
H 1.84 2.19 1.34
H -3.10 0.97 -0.03
```

F_max ... 0.0096 Eh/bohr
Kohn-Sham gap ... 8.720 eV
Relative energy (zero: lowest compared OMol25 entry of this formula, charge and spin) ... 23.6 kcal/mol

=====

Here is the ion C3H7N4S with charge +1 in a non-equilibrium geometry from the OMol25 dataset. Energies are from wB97M-V/def2-TZVPD.

Structure (XYZ):
```
15
C3H7N4S wB97M-V/def2-TZVPD
C -0.43 -0.25 0.57
C 3.06 -0.03 -0.37
C -2.94 0.61 0.09
N -1.18 -1.32 -0.09
N 0.72 -1.16 -0.91
N 1.93 0.22 0.56
N 0.90 -0.35 0.06
S -1.50 0.16 -0.82
H -0.74 0.09 1.66
H 2.85 0.48 -1.37
H 3.07 -1.11 -0.49
H 3.92 0.34 0.06
H -3.28 -0.12 0.92
H -3.82 0.89 -0.57
H -2.57 1.55 0.70
```

F_max ... 0.0841 Eh/bohr
Total charge ... +1
Kohn-Sham gap (spin up / spin down) ... 7.772 / 7.785 eV
Relative energy (zero: lowest compared OMol25 entry of this formula, charge and spin) ... 188.8 kcal/mol

=====

Here is a cluster of 2 separate species, C6H10O in total from the OMol25 dataset. Energies are from wB97M-V/def2-TZVPD.

Structure (XYZ):
```
17
C6H10O wB97M-V/def2-TZVPD
C 0.30 -1.51 0.62
C 1.22 -1.21 -0.29
C 2.06 0.00 -0.35
C 1.92 1.07 0.43
H -0.37 -2.36 0.49
H 0.17 -0.94 1.54
H 1.33 -1.88 -1.15
H 2.76 0.05 -1.18
H 1.24 1.10 1.28
H 2.43 2.00 0.22
C -2.39 0.17 -0.18
C -1.17 0.93 0.27
O -0.50 1.62 -0.46
H -2.59 -0.71 0.43
H -2.29 -0.09 -1.23
H -3.22 0.87 -0.06
H -0.96 0.89 1.37
```

F_max ... 0.0110 Eh/bohr
Kohn-Sham gap ... 9.502 eV
Relative energy (zero: lowest compared OMol25 entry of this formula, charge and spin) ... 40.5 kcal/mol

=====

Here is the ion C3H10NO3 with charge +1 in a non-equilibrium geometry from the OMol25 dataset. Energies are from wB97M-V/def2-TZVPD.

Structure (XYZ):
```
17
C3H10NO3 wB97M-V/def2-TZVPD
C -0.19 0.39 1.75
C -0.69 0.44 0.32
O -1.00 1.74 -0.28
C 0.42 -0.10 -0.70
N 0.23 -1.70 -0.61
O 0.32 0.34 -1.92
O 1.70 0.08 -0.37
H 0.74 1.04 1.86
H 0.01 -0.59 2.05
H -0.96 1.06 2.30
H -1.70 -0.13 0.48
H -1.49 2.39 0.35
H 1.09 -1.93 0.00
H 0.45 -2.14 -1.59
H -0.69 -2.02 -0.26
H -0.49 0.79 -2.19
H 2.26 0.33 -1.19
```

F_max ... 0.1073 Eh/bohr
Total charge ... +1
Kohn-Sham gap ... 11.302 eV
Relative energy (zero: lowest compared OMol25 entry of this formula, charge and spin) ... 62.1 kcal/mol

=====

Here is a structure of composition C35H30CsF6N3O3P2 in a non-equilibrium geometry from the OMol25 dataset. Energies are from wB97M-V/def2-TZVPD.

Structure (XYZ):
```
80
C35H30CsF6N3O3P2 wB97M-V/def2-TZVPD
Cs -0.90 -0.50 0.55
O -2.05 2.33 -1.00
C -2.96 3.17 -0.84
C -2.61 4.57 -0.56
C -3.57 5.52 -0.37
C -4.93 5.17 -0.44
C -5.31 3.86 -0.68
C -4.39 2.85 -0.89
C -4.93 1.52 -1.15
N -4.26 0.50 -1.49
C -5.03 -0.68 -1.84
C -4.29 -1.99 -1.64
N -4.22 -2.50 -0.29
C -3.65 -1.80 0.61
C -3.31 -2.35 1.92
C -3.58 -3.69 2.20
C -3.19 -4.29 3.38
C -2.47 -3.53 4.30
C -2.16 -2.21 4.05
C -2.58 -1.55 2.86
O -2.27 -0.33 2.64
H -1.56 4.81 -0.49
H -3.28 6.54 -0.16
H -5.68 5.93 -0.28
H -6.36 3.61 -0.72
H -6.03 1.47 -1.06
H -5.27 -0.58 -2.90
H -5.98 -0.71 -1.28
H -3.28 -1.89 -2.06
H -4.80 -2.75 -2.25
H -3.34 -0.77 0.44
H -4.10 -4.26 1.44
H -3.41 -5.33 3.57
H -2.13 -3.99 5.22
H -1.60 -1.62 4.76
O 0.41 3.76 -0.64
N 1.38 2.94 -0.13
C 2.27 3.58 0.50
C 3.41 2.85 1.08
C 4.36 3.62 1.75
C 5.47 3.04 2.34
C 5.63 1.67 2.26
C 4.69 0.89 1.59
C 3.57 1.45 0.99
P 2.31 0.38 0.14
C 3.08 -1.27 0.34
C 3.70 -2.01 -0.67
C 4.20 -3.27 -0.39
C 4.10 -3.81 0.88
C 3.47 -3.09 1.88
C 2.95 -1.84 1.60
C 2.67 0.79 -1.61
C 1.63 0.83 -2.53
C 1.87 1.12 -3.87
C 3.17 1.37 -4.30
C 4.22 1.34 -3.39
C 3.97 1.05 -2.05
H -0.32 3.16 -0.93
H 2.22 4.66 0.61
H 4.22 4.69 1.80
H 6.20 3.65 2.86
H 6.49 1.19 2.71
H 4.85 -0.17 1.53
H 3.76 -1.62 -1.67
H 4.66 -3.85 -1.19
H 4.49 -4.80 1.09
H 3.34 -3.52 2.87
H 2.43 -1.29 2.38
H 0.60 0.66 -2.22
H 1.05 1.14 -4.57
H 3.36 1.60 -5.34
H 5.23 1.54 -3.71
H 4.79 1.02 -1.35
F 0.05 -2.38 -0.67
P -0.06 -4.03 -0.88
F -1.08 -3.76 -2.11
F -1.29 -4.02 0.15
F -0.18 -5.62 -1.09
F 0.97 -4.23 0.34
F 1.19 -3.95 -1.91
```

F_max ... 0.0372 Eh/bohr
Total charge ... -1
Multiplicity ... 2
Kohn-Sham gap (spin up / spin down) ... 5.829 / 3.089 eV
Relative energy (zero: lowest compared OMol25 entry of this formula, charge and spin) ... 39.2 kcal/mol

=====

Here is an isolated molecule of C4H6N2O from the OMol25 dataset. Energies are from wB97M-V/def2-TZVPD.

Structure (XYZ):
```
13
C4H6N2O wB97M-V/def2-TZVPD
N -1.65 1.13 -0.11
C -0.35 0.73 -0.11
C 0.77 1.48 -0.45
C 1.74 0.48 -0.30
N 1.35 -0.74 0.17
C -0.07 -0.67 0.41
O -0.80 -1.70 -0.21
H -2.35 0.44 -0.35
H -1.80 2.05 -0.50
H 2.80 0.58 -0.54
H 1.87 -1.60 0.13
H -0.25 -0.66 1.49
H -1.34 -2.14 0.46
```

F_max ... 0.0098 Eh/bohr
Kohn-Sham gap ... 7.532 eV
Relative energy (zero: lowest compared OMol25 entry of this formula, charge and spin) ... 80.4 kcal/mol

=====

Here is a cluster of 9 separate species, C11H39B3NO12PS in total in a non-equilibrium geometry from the OMol25 dataset. Energies are from wB97M-V/def2-TZVPD.

Structure (XYZ):
```
68
C11H39B3NO12PS wB97M-V/def2-TZVPD
C 1.48 1.15 0.26
P 0.86 2.07 -1.34
C -0.97 2.54 -0.87
B 0.65 0.84 -2.81
O -0.62 0.04 -3.01
B -0.15 -1.37 -2.74
O -0.92 -2.25 -1.80
O 1.10 -1.93 -3.36
B 2.13 -0.85 -3.45
N 3.62 -1.04 -3.16
C 3.86 -2.33 -2.76
S 4.28 -3.98 -2.50
O 1.72 0.55 -3.82
H 1.30 1.94 1.14
H 0.78 0.23 0.51
H 2.62 0.88 0.19
H -1.43 1.53 -0.41
H -1.53 2.89 -1.84
H -0.90 3.40 -0.04
H -1.28 -1.65 -1.06
C -1.16 0.80 2.78
O -0.97 1.93 1.94
H -0.64 -0.06 2.34
H -0.75 1.01 3.77
H -2.23 0.58 2.85
H -1.44 2.67 2.35
C 7.31 -6.21 -0.92
O 7.38 -5.49 -2.14
H 8.17 -6.87 -0.85
H 7.33 -5.50 -0.08
H 6.39 -6.80 -0.89
H 6.60 -4.90 -2.17
C 2.43 0.75 4.06
O 1.78 -0.20 3.22
H 1.68 1.45 4.44
H 2.90 0.23 4.90
H 3.18 1.29 3.48
H 2.47 -0.81 2.90
C -4.12 0.89 -2.85
O -3.45 -0.16 -2.18
H -4.73 1.44 -2.14
H -3.39 1.56 -3.30
H -4.77 0.47 -3.63
H -2.92 -0.63 -2.84
C -3.13 -3.77 0.23
O -3.52 -2.41 0.14
H -2.29 -3.85 0.92
H -3.97 -4.37 0.61
H -2.83 -4.13 -0.75
H -4.27 -2.37 -0.48
C -7.59 1.67 -4.51
O -6.48 1.67 -5.39
H -7.23 1.58 -3.48
H -8.14 2.61 -4.62
H -8.24 0.82 -4.74
H -6.84 1.75 -6.29
C -0.35 0.40 7.16
O -0.16 1.52 6.32
H 0.17 -0.46 6.72
H 0.05 0.61 8.15
H -1.42 0.18 7.23
H -0.63 2.27 6.73
C 3.87 4.42 0.28
O 3.46 3.82 1.50
H 3.29 3.99 -0.54
H 3.68 5.50 0.32
H 4.93 4.23 0.12
H 3.98 4.23 2.21
```

F_max ... 0.1660 Eh/bohr
Kohn-Sham gap ... 7.420 eV

=====

Here is a cluster of 2 separate species, C6H17NO in total in a non-equilibrium geometry from the OMol25 dataset. Energies are from wB97M-V/def2-TZVPD.

Structure (XYZ):
```
25
C6H17NO wB97M-V/def2-TZVPD
C -1.54 -0.13 3.63
C -2.26 0.49 2.42
C -2.18 -0.31 1.03
C -0.83 -0.03 0.37
C -0.48 -0.99 -0.80
C 0.51 -0.20 -1.66
N 1.72 0.10 -0.90
H -2.05 -1.06 3.82
H -1.48 0.58 4.42
H -0.53 -0.19 3.27
H -1.99 1.51 2.17
H -3.32 0.35 2.68
H -2.93 0.26 0.48
H -2.64 -1.30 1.09
H -0.96 1.01 0.09
H -0.04 -0.17 1.14
H -1.35 -1.30 -1.44
H -0.10 -1.98 -0.61
H 0.64 -0.65 -2.69
H 0.07 0.72 -2.03
H 2.62 0.01 -1.33
H 1.67 1.03 -0.51
O 4.15 0.71 -3.37
H 4.54 0.92 -4.24
H 3.28 1.14 -3.40
```

F_max ... 0.0558 Eh/bohr
Kohn-Sham gap ... 9.769 eV
Relative energy (zero: lowest compared OMol25 entry of this formula, charge and spin) ... 33.3 kcal/mol

=====

Here is a structure of composition CH2F2O2 in a non-equilibrium geometry from the OMol25 dataset. Energies are from wB97M-V/def2-TZVPD.

Structure (XYZ):
```
7
CH2F2O2 wB97M-V/def2-TZVPD
C -0.21 -0.38 0.26
O -0.11 -1.39 1.01
O 0.31 -2.70 0.09
F -1.22 -0.51 -0.70
F 1.57 -3.04 0.45
H 0.62 -0.16 -0.33
H -0.53 0.55 0.78
```

F_max ... 0.1149 Eh/bohr
Kohn-Sham gap (spin up / spin down) ... 10.551 / 10.551 eV
Relative energy (zero: lowest compared OMol25 entry of this formula, charge and spin) ... 182.9 kcal/mol